C5H8FNS | ωB97M-V/def2-TZVPD

Summary:
Spin multiplicity = 1
HOMO level = -8.467 eV
Energy = -20354.0449 eV
Energy relative to the best compared isomer or geometry (same formula, charge and spin) = 68.1 kcal/mol

```
16
C5H8FNS (ωB97M-V/def2-TZVPD)
C -0.040 -0.616 2.028
C -1.207 -0.658 1.778
C 1.377 -0.727 -1.304
C -2.628 -0.461 1.307
C 0.853 1.507 -1.900
N 0.507 0.167 -1.337
F 2.713 -0.654 -1.717
S 1.393 -0.891 2.766
H 2.108 -0.543 1.707
H 1.003 -1.755 -0.989
H -3.279 -0.664 2.096
H -2.852 -0.922 0.463
H -2.631 0.678 1.242
H 0.410 1.574 -2.913
H 0.417 2.179 -1.132
H 1.856 1.784 -2.093
```